ClH5N2Si2 | ωB97M-V/def2-TZVPD

Geometry as XYZ:
```
10
Properties=species:S:1:pos:R:3:forces:R:3:nbo_charge:R:1
Si -1.285 -1.568 -0.183 -1.68 0.93 0.82 1.282
N -2.262 -0.355 0.255 0.54 0.11 -0.02 -1.104
Cl -2.625 1.229 -0.101 0.23 0.27 -0.42 0.147
H -0.575 -2.010 -1.358 0.51 -0.04 -0.51 -0.177
H -1.922 -2.441 0.776 0.63 -1.22 0.10 -0.151
N 2.268 -0.060 -0.133 0.03 0.18 1.30 -1.339
Si 1.535 1.365 0.069 -0.75 0.95 -0.23 1.318
H 2.777 -0.548 0.635 -0.56 0.69 -0.86 0.390
H 1.306 2.484 1.181 0.54 -1.42 -0.76 -0.180
H 0.784 1.905 -1.140 0.52 -0.46 0.58 -0.187
```
Positions in Å, forces in eV/Å.

Frontier orbital gap, eV: 8.5355
Total energy, Ha: -1151.5133
Energy above the lowest of the compared OMol25 structures with the same formula, charge and spin, kcal per mole: 113.9
Structure (SMILES): [SiH2]=NCl.N=[SiH2]
Maximum force, eV/A: 2.1